[1]
Formula: C4H3FO
Source: the OMol25 dataset
Level of theory: the ωB97M-V functional and the def2-TZVPD basis

Output
ΔE to the lowest compared entry with this formula, charge and spin: 265.04 kJ/mol
Kohn-Sham gap: 9.79 eV
spin multiplicity: 1
LUMO: 0.49 eV
E_tot: -8957.5798 eV
E_HOMO: -9.303 eV

Geometry as XYZ:
```
9
C4H3FO the ωB97M-V functional and the def2-TZVPD basis
C 0.03533 -0.96851 0.02907
C -1.19790 -0.54509 0.11797
C -0.24442 1.29359 0.10786
C 0.84521 0.35686 0.06638
O -0.53292 2.42015 0.13061
F -2.29724 -1.28280 -0.09456
H 0.31677 -1.99539 -0.30705
H 1.75212 0.39038 0.84449
H 1.32305 0.33080 -0.89477
```

The Mulliken scheme yields these atomic charges, measured in e: -0.251, -0.138, 0.380, -0.235, -0.332, -0.231, 0.343, 0.279, 0.184



[2]
Formula: C15H19Cl5GeO5RuSe
Source: the OMol25 dataset
Level of theory: the ωB97M-V functional and the def2-TZVPD basis

Output
ΔE to the lowest compared entry with this formula, charge and spin: 10.47 kJ/mol
Kohn-Sham gap (alpha / beta): 8.46 / 7.19 eV
expectation value of S²: 0.760
spin multiplicity: 2
LUMO (alpha / beta): -3.50 / -4.95 eV
E_tot: -213150.3750 eV
E_HOMO (alpha / beta): -11.962 / -12.146 eV
net charge: +1

Geometry as XYZ:
```
47
C15H19Cl5GeO5RuSe the ωB97M-V functional and the def2-TZVPD basis
Ru 0.49351 -0.28160 -0.28432
O -0.77236 -4.17293 -1.19699
C -0.17345 -3.01609 -1.30777
O -0.58324 -2.02629 -0.70290
C 0.93918 -3.03058 -2.32832
O 1.76600 -1.90605 -2.25692
C 2.99753 -2.14637 -1.57446
C 2.82804 -2.22531 -0.05999
O 3.52138 -2.94918 0.60149
O 1.92199 -1.41160 0.43699
H -1.52019 -4.11616 -0.57847
H 0.43159 -3.02501 -3.29830
H 1.48745 -3.97190 -2.24484
H 3.64923 -1.30481 -1.81054
H 3.46487 -3.06617 -1.92505
Cl -0.89503 -0.39285 -3.68206
C 0.33250 0.73664 -3.24308
C 0.78419 0.77525 -1.93604
C 1.68661 1.74973 -1.59159
Cl 2.01901 1.64583 0.12862
C 2.22348 2.67630 -2.46132
Cl 3.35071 3.83763 -1.91823
C 1.79491 2.59851 -3.78833
Cl 2.42686 3.69174 -4.93920
C 0.84552 1.63699 -4.17715
Cl 0.31413 1.57613 -5.80085
C 0.09549 -0.10040 2.92611
Ge -1.36544 1.19122 3.08874
C -2.96543 0.24125 3.67177
C -0.99233 2.63938 4.33014
C -1.56298 2.07899 1.32855
Se -1.61721 1.03446 -0.30963
C -2.90825 -0.35317 0.08051
H 0.28784 -0.54150 3.90556
H 1.03863 0.31107 2.57226
H -0.19761 -0.93607 2.27668
H -2.77180 -0.09301 4.69282
H -3.18783 -0.64183 3.07493
H -3.84932 0.87772 3.69353
H -0.87871 2.24399 5.33916
H -1.82045 3.34806 4.33313
H -0.08042 3.17424 4.06640
H -0.68787 2.71687 1.18248
H -2.43617 2.73192 1.30098
H -2.52247 -1.03666 0.82945
H -3.07608 -0.87316 -0.85906
H -3.83601 0.10479 0.41509
```

The Mulliken scheme yields these atomic charges, measured in e: 0.369, -0.456, 0.634, -0.436, -0.748, -0.312, -0.517, 0.641, -0.603, -0.709, 0.393, 0.431, 0.460, 0.311, 0.339, -0.154, 0.583, -1.209, 1.624, -0.100, -0.279, -0.170, 0.685, -0.147, 0.086, -0.163, -1.104, 0.467, -1.124, -1.150, -0.927, 0.173, -0.901, 0.464, 0.277, 0.262, 0.381, 0.368, 0.365, 0.367, 0.375, 0.364, 0.370, 0.518, 0.135, 0.340, 0.427



[3]
Formula: C16H20N2O3S
Source: the OMol25 dataset
Level of theory: the ωB97M-V functional and the def2-TZVPD basis

Output
ΔE to the lowest compared entry with this formula, charge and spin: 283.94 kJ/mol
Kohn-Sham gap: 9.76 eV
spin multiplicity: 1
LUMO: 0.50 eV
E_tot: -36873.5294 eV
SMILES: Cc1cc(NS(=O)(=O)c2ccc(C3CCCCC3)cc2)no1
E_HOMO: -9.258 eV

Geometry as XYZ:
```
42
C16H20N2O3S the ωB97M-V functional and the def2-TZVPD basis
C 0.01890 1.21160 -5.40721
C 1.03796 0.33219 -4.78474
C 1.57634 0.29566 -3.53177
C 2.50843 -0.77575 -3.60059
N 2.50263 -1.32088 -4.79391
O 1.58603 -0.63771 -5.53284
N 3.28988 -1.24260 -2.57840
H 3.95935 -1.94923 -2.84028
S 3.75373 -0.23095 -1.30611
O 4.83594 -0.91828 -0.67280
O 3.95452 1.10527 -1.77918
C 2.30220 -0.28769 -0.27524
C 1.65071 0.88121 0.06403
C 0.52067 0.82079 0.85964
C 0.03941 -0.40215 1.31998
C 0.72022 -1.56426 0.96716
C 1.85144 -1.51271 0.17206
H 2.39138 -2.40452 -0.10242
H 0.36061 -2.51956 1.32048
C -1.18914 -0.47647 2.18647
C -0.98821 0.27918 3.50606
C -2.22842 0.15114 4.38549
C -3.45829 0.68550 3.65774
C -3.66085 -0.05621 2.34000
C -2.42250 0.07195 1.45789
H -2.26547 1.12241 1.20745
H -2.56806 -0.47657 0.52463
H -4.52962 0.34624 1.81529
H -3.85400 -1.11180 2.54446
H -4.34218 0.57155 4.28809
H -3.32603 1.75113 3.45710
H -2.07758 0.70164 5.31609
H -2.38653 -0.89915 4.64097
H -0.79848 1.33404 3.30127
H -0.11591 -0.12244 4.02601
H -1.37931 -1.52840 2.42599
H 0.01296 1.73547 1.12430
H 2.04297 1.81913 -0.29772
H 1.37305 0.92800 -2.69640
H -0.74317 0.61022 -5.89876
H 0.48444 1.84480 -6.16116
H -0.44007 1.83822 -4.64911
```

The Mulliken scheme yields these atomic charges, measured in e: -1.241, -0.446, 0.646, 0.517, -0.752, -0.119, -0.182, 0.291, 1.454, -0.731, -0.630, 0.080, -0.949, -0.082, 0.715, -0.914, -0.822, 0.395, 0.381, 0.151, -0.911, -0.714, -0.605, -0.715, -0.924, 0.266, 0.366, 0.364, 0.342, 0.316, 0.327, 0.362, 0.344, 0.280, 0.365, 0.616, 0.286, 0.526, 0.399, 0.338, 0.297, 0.312



[4]
Formula: C3H11NO2S
Source: the OMol25 dataset
Level of theory: the ωB97M-V functional and the def2-TZVPD basis

Output
ΔE to the lowest compared entry with this formula, charge and spin: 49.94 kJ/mol
Kohn-Sham gap: 9.90 eV
spin multiplicity: 1
LUMO: 0.63 eV
E_tot: -19709.0085 eV
SMILES: OCNCCS.O
E_HOMO: -9.268 eV

Geometry as XYZ:
```
18
C3H11NO2S the ωB97M-V functional and the def2-TZVPD basis
C -0.01693 0.58758 -0.52592
C -0.96803 1.64877 -0.00812
S -2.52170 1.93490 -0.91622
N 0.98243 0.30128 0.48634
C 1.95426 -0.67730 -0.02883
O 2.71230 -1.24607 0.99165
H -0.52069 -0.35549 -0.76492
H 0.40857 0.94107 -1.47655
H -0.52975 2.64389 -0.01972
H -1.24384 1.42593 1.01720
H -3.32651 0.97452 -0.44380
H 1.48174 1.16617 0.66605
H 1.39043 -1.51526 -0.42281
H 2.51250 -0.18433 -0.83647
H 3.24664 -0.56969 1.42144
H -1.46471 -3.03174 0.41868
H -1.92742 -1.57638 0.35595
O -2.16928 -2.46784 0.08607
```

The Mulliken scheme yields these atomic charges, measured in e: -0.356, -0.871, -0.209, -0.343, -0.393, -0.499, 0.300, 0.299, 0.362, 0.411, 0.112, 0.273, 0.278, 0.337, 0.303, 0.326, 0.318, -0.647



[5]
Formula: C4H4N4
Source: the OMol25 dataset
Level of theory: the ωB97M-V functional and the def2-TZVPD basis

Output
ΔE to the lowest compared entry with this formula, charge and spin: 307.48 kJ/mol
Kohn-Sham gap: 9.51 eV
spin multiplicity: 1
LUMO: -0.64 eV
E_tot: -10169.6511 eV
SMILES: [H]/N=c1/cnnccn1
E_HOMO: -10.146 eV

Geometry as XYZ:
```
12
C4H4N4 the ωB97M-V functional and the def2-TZVPD basis
C 1.17817 -0.04539 -0.10771
C 0.26318 -1.16153 -0.63051
C -1.39188 0.69367 0.46403
C -0.43611 1.50829 -0.31912
H 2.50529 0.45167 1.26823
H 0.72576 -1.81616 -1.41351
H -1.92260 1.35359 1.07013
H -0.81917 2.54686 -0.54069
N 2.03282 -0.39193 0.80878
N -0.96590 -1.39442 -0.33987
N -1.53615 -0.63000 0.59668
N 0.73076 1.20120 -0.61193
```

The Mulliken scheme yields these atomic charges, measured in e: 0.397, 0.076, -0.079, 0.067, 0.264, 0.357, 0.389, 0.332, -0.593, -0.315, -0.390, -0.505



[6]
Formula: C33H54O5
Source: the OMol25 dataset
Level of theory: the ωB97M-V functional and the def2-TZVPD basis

Output
ΔE to the lowest compared entry with this formula, charge and spin: 10.65 kJ/mol
Kohn-Sham gap: 8.77 eV
spin multiplicity: 1
LUMO: 0.66 eV
E_tot: -45337.9354 eV
E_HOMO: -8.104 eV

Geometry as XYZ:
```
92
C33H54O5 the ωB97M-V functional and the def2-TZVPD basis
C -0.25529 2.21677 1.46901
C -1.26243 1.11907 1.62972
C -0.97416 -0.00492 2.39638
C -1.94647 -1.00092 2.56185
C -3.21528 -0.85735 1.99940
C -3.49036 0.24184 1.18658
C -2.50434 1.20338 1.00384
O -2.80330 2.31397 0.19332
C -2.13602 2.46329 -0.95262
O -1.32758 1.68916 -1.39139
C -2.53759 3.76453 -1.61840
C -2.21502 3.76209 -3.10717
C -1.86010 5.13619 -3.61090
O -1.59184 6.08779 -2.92834
O -1.86126 5.18608 -4.94790
H -1.60149 6.06922 -5.25431
H -3.03235 3.36502 -3.70894
H -1.34554 3.11869 -3.27652
H -1.96560 4.56579 -1.13927
H -3.59200 3.95855 -1.42356
C -4.83010 0.38565 0.52862
H -4.84422 1.25436 -0.12274
H -5.61147 0.50822 1.27828
H -5.06503 -0.50011 -0.05988
C -4.28609 -1.87929 2.27303
C -3.87133 -2.80727 3.40950
H -3.95872 -2.27198 4.35822
H -4.52058 -3.68228 3.45035
C -2.40735 -3.24141 3.25135
C -1.98735 -4.10062 4.44450
H -2.25289 -3.59886 5.37174
H -2.48610 -5.06477 4.40742
H -0.91231 -4.24983 4.43736
C -2.21925 -3.98840 1.91452
C -0.85938 -4.65325 1.68782
C 0.28213 -3.64189 1.61022
H -0.04992 -2.80652 0.99218
H 0.49009 -3.24747 2.60454
C 1.57707 -4.21148 1.02313
C 2.25278 -5.15928 2.01281
H 2.52414 -4.62555 2.92160
H 3.15811 -5.58161 1.58176
H 1.59115 -5.97978 2.27857
C 2.53714 -3.07630 0.64044
C 2.11744 -2.33674 -0.62832
H 2.09584 -3.04635 -1.45785
C 3.05812 -1.18028 -0.95923
H 4.07869 -1.55463 -1.07191
H 3.05621 -0.48778 -0.11552
C 2.64827 -0.43546 -2.23640
C 3.10219 -1.20622 -3.47567
H 4.18926 -1.24251 -3.52054
H 2.73822 -0.72501 -4.38095
H 2.72551 -2.22564 -3.46083
C 3.21965 0.98859 -2.27361
C 2.47497 1.94753 -1.34742
H 1.41636 1.95077 -1.61307
C 3.02677 3.37447 -1.36617
H 4.06791 3.34940 -1.03236
H 2.46435 3.96986 -0.64150
C 2.97354 4.08987 -2.72093
C 3.57685 5.48711 -2.58304
H 2.99009 6.08554 -1.88906
H 4.59767 5.43170 -2.21083
H 3.59064 5.99521 -3.54489
C 1.54730 4.19134 -3.25435
H 0.91430 4.71644 -2.54201
H 1.53485 4.74105 -4.19377
H 1.12895 3.20483 -3.43424
H 3.57852 3.52960 -3.44130
H 2.55152 1.58098 -0.32056
H 3.14523 1.35775 -3.29762
H 4.27903 0.96436 -2.00556
H 1.55535 -0.35850 -2.25564
H 1.10919 -1.93517 -0.51141
H 3.53553 -3.49255 0.48385
H 2.60252 -2.37048 1.47189
H 1.33465 -4.77574 0.11481
H -0.91705 -5.19158 0.73731
H -0.66876 -5.39096 2.46725
H -2.99818 -4.75230 1.85339
H -2.37892 -3.27614 1.10266
O -1.58444 -2.07890 3.31122
H -4.49617 -2.45609 1.36707
H -5.21272 -1.36847 2.54554
C 0.36892 -0.15645 3.04677
H 0.42653 -1.11047 3.55884
H 1.15935 -0.10118 2.30018
H 0.53457 0.63531 3.77692
H -0.74129 3.15179 1.19869
H 0.29690 2.37159 2.39212
H 0.45326 1.96197 0.68197
```

The Mulliken scheme yields these atomic charges, measured in e: -2.081, 1.141, 1.098, 0.372, 0.946, 0.540, 0.296, -0.762, 0.541, -0.631, -0.710, -0.472, 0.506, -0.570, -0.477, 0.368, 0.470, 0.182, 0.251, 0.474, -1.703, 0.386, 0.314, 0.351, -1.185, -1.313, 0.435, 0.388, 1.622, -2.221, 0.491, 0.363, 0.408, -1.103, -1.260, 0.276, -0.147, -0.031, 0.736, -1.914, 0.345, 0.491, 0.428, -0.970, -0.331, 0.207, -0.864, 0.328, 0.263, 0.985, -1.761, 0.350, 0.412, 0.448, -1.117, 0.709, -0.321, -1.538, 0.438, 0.288, 0.948, -1.813, 0.332, 0.460, 0.422, -1.449, 0.325, 0.525, 0.314, 0.244, 0.345, 0.349, 0.211, 0.086, 0.207, 0.516, 0.250, 0.476, 0.445, 0.270, 0.492, 0.412, -0.732, 0.281, 0.594, -1.801, 0.289, 0.071, 0.494, 0.452, 0.586, 0.234



[7]
Formula: C24H31N3O3S
Source: the OMol25 dataset
Level of theory: the ωB97M-V functional and the def2-TZVPD basis

Output
ΔE to the lowest compared entry with this formula, charge and spin: 692.36 kJ/mol
Kohn-Sham gap: 4.95 eV
spin multiplicity: 1
LUMO: -0.80 eV
E_tot: -46833.2674 eV
E_HOMO: -5.748 eV

Geometry as XYZ:
```
62
C24H31N3O3S the ωB97M-V functional and the def2-TZVPD basis
C 1.84031 4.42824 2.22189
N 1.56664 3.02220 2.02534
C 2.56383 2.11471 1.81437
O 3.76184 2.39868 1.68992
C 1.91813 0.73264 1.72587
C 2.42536 -0.20620 2.82201
C 3.90400 -0.50051 2.68917
C 4.77678 -0.21399 3.74480
C 6.15404 -0.36998 3.57236
C 6.65882 -0.85701 2.35995
C 5.77759 -1.19667 1.32392
C 4.39923 -1.02987 1.49415
N 0.47928 1.04346 1.83701
C -0.45426 0.07538 1.73467
C -1.82752 0.25330 1.93736
C -2.83772 -0.68155 1.70825
C -4.20972 -0.40914 1.92160
C -5.22444 -1.39504 1.81858
C -6.55758 -1.11294 2.06959
C -6.97010 0.17546 2.41730
C -8.41332 0.45845 2.67491
C -5.99673 1.17682 2.52416
C -4.65558 0.91362 2.28890
C 0.22298 2.47138 2.12612
C -0.31707 2.68096 3.54888
C -0.69172 3.14546 1.09254
H 2.91572 4.59511 2.15288
H 1.34725 5.04230 1.45796
H 1.50114 4.76866 3.20890
H 2.13766 0.31199 0.72432
H 2.21943 0.25358 3.80453
H 1.84326 -1.13814 2.74714
H 4.35978 0.16299 4.68242
H 6.82980 -0.10145 4.38703
H 7.73602 -0.96668 2.22133
H 6.15945 -1.58390 0.37828
H 3.69925 -1.28774 0.69326
H -0.04668 -0.90228 1.46285
H -2.13755 1.21853 2.30762
H -2.25399 -1.75485 0.91614
H -4.93126 -2.39808 1.53997
H -7.29047 -1.91121 1.98936
H -8.56311 1.51952 2.87949
H -9.02999 0.18775 1.81112
H -8.78888 -0.10821 3.53467
H -6.32285 2.18152 2.79886
H -3.95456 1.75281 2.37737
H 0.45578 2.41191 4.28178
H -0.57395 3.73823 3.69049
H -1.20797 2.07612 3.73413
H -0.17425 3.19676 0.12582
H -1.62909 2.59939 0.96596
H -0.92199 4.16822 1.41752
C -3.96650 -4.12718 -0.81585
S -2.41859 -3.72264 -0.02503
N -2.87160 -2.59903 1.19120
O -1.97141 -4.89573 0.68237
O -1.56746 -3.01338 -0.95672
H -3.72020 -4.72468 -1.70506
H -4.59828 -4.71814 -0.13928
H -4.45324 -3.19105 -1.10760
H -2.65334 -2.98520 2.12790
```

The Mulliken scheme yields these atomic charges, measured in e: -1.002, 0.284, 0.187, -0.729, -0.110, -0.477, 0.541, -0.394, -0.565, -0.428, -0.689, -0.210, 0.460, 0.086, 0.128, -0.231, 1.072, -0.423, -0.836, 1.129, -1.389, -0.934, -0.723, 0.216, -1.639, -1.568, 0.381, 0.290, 0.320, 0.299, 0.249, 0.410, 0.314, 0.356, 0.361, 0.365, 0.363, 0.654, -0.548, -0.071, 0.369, 0.383, 0.353, 0.325, 0.298, 0.260, 0.228, 0.374, 0.475, 0.383, 0.382, 0.392, 0.443, -0.941, 1.216, -0.400, -0.679, -0.649, 0.382, 0.311, 0.293, 0.305



[8]
Formula: CH5N2S2
Source: the OMol25 dataset
Level of theory: the ωB97M-V functional and the def2-TZVPD basis

Output
ΔE to the lowest compared entry with this formula, charge and spin: 170.34 kJ/mol
Kohn-Sham gap: 8.37 eV
spin multiplicity: 1
LUMO: -4.89 eV
E_tot: -25760.6341 eV
SMILES: NC1([NH3+])SS1
E_HOMO: -13.262 eV
net charge: +1

Geometry as XYZ:
```
10
CH5N2S2 the ωB97M-V functional and the def2-TZVPD basis
C -0.21775 0.14871 0.24540
N -1.33344 -0.40944 -0.38660
N 1.10952 -0.11758 -0.46395
S -0.22464 1.79282 1.13528
S 0.07986 -0.06734 2.16166
H -1.98726 -0.96980 0.10572
H -1.89221 0.25324 -0.87231
H 0.97750 -0.57387 -1.31085
H 1.76311 -0.73149 0.12348
H 1.72530 0.67475 -0.73782
```

The Mulliken scheme yields these atomic charges, measured in e: 0.328, -0.484, -0.401, -0.058, -0.084, 0.291, 0.272, 0.348, 0.405, 0.383